A cluster of 2 separate species, C3H7IO in total, computed with ωB97M-V/def2-TZVPD.

Its energy is -491.3354 hartree. For the energy above the lowest of the compared OMol25 structures with the same formula, charge and spin, the calculation gives 2.295 eV. Its spin multiplicity is 1. The frontier orbital gap is 8.827 eV.

Geometry as XYZ:
```
12
C3H7IO | the OMol25 dataset | ωB97M-V/def2-TZVPD
C 1.20924 0.17870 0.47940
C -0.87866 -1.18435 -0.69874
C -0.22738 0.56442 0.37634
O -0.52219 1.71002 -0.28576
I -1.48201 0.63075 2.19562
H 1.86311 1.04064 0.82143
H 1.53277 -0.20894 -0.47737
H 1.30460 -0.84455 1.04287
H -0.78680 -2.08577 -0.14400
H -0.25862 -0.98894 -1.56508
H -1.90366 -0.74015 -0.79360
H 0.14960 1.92816 -0.95110
```



A structure of composition N2O3, computed with ωB97M-V/def2-TZVPD.

Its energy is -335.0333 hartree. For the energy above the lowest of the compared OMol25 structures with the same formula, charge and spin, the calculation gives 0.208 eV. Its spin multiplicity is 1. The frontier orbital gap (spin up / spin down) is 8.154 / 8.151 eV.

Geometry as XYZ:
```
5
N2O3 | the OMol25 dataset | ωB97M-V/def2-TZVPD
N 0.69673 -1.00927 0.39373
N -0.29990 0.58888 0.14228
O 0.90898 -1.44296 -0.65842
O 0.06603 1.57525 -0.43426
O -1.37183 0.28810 0.55667
```



The ion C6H12N with charge +1, computed with ωB97M-V/def2-TZVPD.

Its energy is -290.1776 hartree. For the energy above the lowest of the compared OMol25 structures with the same formula, charge and spin, the calculation gives 3.926 eV. The charge is +1. Its spin multiplicity is 1. The frontier orbital gap is 7.400 eV.

Geometry as XYZ:
```
19
C6H12N | the OMol25 dataset | ωB97M-V/def2-TZVPD
C -2.56487 -0.64839 0.07860
C 0.81439 -0.20554 -0.16661
C 2.06206 0.20103 -0.74557
C -0.47162 1.64004 0.53910
C 0.83920 -1.51844 0.52415
C -0.56812 0.57912 -0.48716
N -1.83044 -0.06384 -0.72098
H -2.69415 -0.70196 1.16747
H -3.34568 -1.27010 -0.33830
H 2.29577 1.24673 -0.95266
H 2.20865 -0.22034 -1.78468
H 2.80407 -0.20125 -0.07238
H 0.43354 2.23978 0.59057
H -1.37712 2.27298 0.27042
H -0.51285 1.20641 1.54580
H 0.39322 -1.41807 1.47464
H 1.87401 -1.85604 0.54938
H 0.03934 -2.25824 0.06205
H -0.39940 0.97610 -1.53384
```



A cluster of 2 separate species, C3H8N2O in total, computed with ωB97M-V/def2-TZVPD.

Its energy is -303.8036 hartree. For the energy above the lowest of the compared OMol25 structures with the same formula, charge and spin, the calculation gives 2.408 eV. Its SMILES is C=NC.NC=O. Its spin multiplicity is 1. The frontier orbital gap is 10.145 eV.

Geometry as XYZ:
```
14
C3H8N2O | the OMol25 dataset | ωB97M-V/def2-TZVPD
C 0.42663 2.41861 -0.45307
N -0.34656 1.41666 -0.33613
C -1.21879 1.04395 -1.42831
H 1.43224 2.23679 -0.05918
H 0.33188 3.31429 -1.06383
H -1.82782 0.20099 -1.06236
H -1.96952 1.73621 -1.83780
H -0.64891 0.61908 -2.27338
N 0.69894 -1.63867 0.96461
C 0.61753 -2.58397 1.94814
O -0.40009 -2.85501 2.53821
H 1.51011 -1.54162 0.38015
H -0.15070 -1.21479 0.63023
H 1.54504 -3.15251 2.05273
```



A cluster of 10 separate species, C35H64F6O22 in total, computed with ωB97M-V/def2-TZVPD.

Its energy is -3626.4323 hartree. For the energy above the lowest of the compared OMol25 structures with the same formula, charge and spin, the calculation gives 0.000 eV. Its SMILES is CCOC(=O)C(F)(F)F.CCOC(=O)C(F)(F)F.COC(=O)OC.COC(=O)OC.COC(=O)OC.COC(=O)OC.COC(=O)OC.C1CCOC1.C1CCOC1.C1CCOC1. Its spin multiplicity is 1. The frontier orbital gap is 9.760 eV.

Geometry as XYZ:
```
127
C35H64F6O22 | the OMol25 dataset | ωB97M-V/def2-TZVPD
C 3.96289 -2.92572 -0.00992
C 2.83965 -3.53057 0.69756
O 1.93866 -4.25753 -0.20817
C 2.32599 -5.40752 -0.72626
O 3.38111 -6.00420 -0.58007
C 1.20130 -5.97238 -1.65336
F 0.19829 -6.50013 -0.95851
F 0.61429 -5.00976 -2.37287
F 1.66116 -6.92915 -2.48577
H 4.65732 -3.64465 -0.37332
H 4.50607 -2.25816 0.71320
H 3.62005 -2.35855 -0.85785
H 2.18499 -2.75397 1.09317
H 3.10431 -4.23051 1.47200
C -2.41896 9.16688 -1.07699
C -1.28494 8.52204 -1.84809
O -0.98674 7.21485 -1.26424
C -0.27683 7.22921 -0.17810
O 0.21805 8.14474 0.36645
C -0.10140 5.80559 0.43029
F -0.16209 4.72991 -0.44979
F 1.02259 5.60180 1.11208
F -1.19661 5.68744 1.25784
H -2.56982 10.22488 -1.32504
H -2.19077 9.15454 -0.02611
H -3.36233 8.71906 -1.11125
H -0.50056 9.17048 -1.79480
H -1.52364 8.23512 -2.86995
C -2.56296 -4.39484 -0.47568
O -3.50222 -3.48272 0.08003
C -3.15255 -2.17110 0.07631
O -2.08633 -1.67502 -0.30193
O -4.20568 -1.54653 0.57042
C -4.31142 -0.11593 0.51550
H -2.41384 -5.09284 0.29775
H -1.67077 -3.83490 -0.60329
H -2.88635 -4.68262 -1.46732
H -5.32769 0.10818 0.93013
H -4.06827 0.18767 -0.49054
H -3.50477 0.25837 1.10019
C -0.91706 3.25121 4.52261
O 0.39690 2.81351 4.96313
C 0.59813 1.53907 4.74439
O -0.17637 0.79448 4.25519
O 1.82140 1.18150 5.11465
C 2.07945 -0.16182 4.80490
H -0.92216 4.32147 4.81049
H -1.69820 2.78851 5.07916
H -1.00373 3.04347 3.46286
H 2.28422 -0.24757 3.75269
H 1.31083 -0.83195 5.14287
H 2.97180 -0.34404 5.40129
C 3.46815 4.02537 -2.67573
O 4.04134 3.13686 -1.73101
C 4.48980 2.00646 -2.38523
O 4.26671 1.79628 -3.53623
O 5.10931 1.23907 -1.56169
C 5.48335 -0.09169 -1.94398
H 4.21772 4.24629 -3.46055
H 3.14644 4.83840 -2.08234
H 2.56799 3.64689 -3.07477
H 6.02738 -0.13594 -2.90831
H 4.59761 -0.74576 -1.97213
H 6.15832 -0.29751 -1.09356
C 1.25602 -6.64783 2.94579
O 1.17979 -5.20706 3.05635
C 0.14833 -4.59034 2.57287
O -0.80964 -5.10768 2.02077
O 0.37453 -3.32083 2.73882
C -0.60336 -2.46691 2.20655
H 2.23100 -6.95031 3.26040
H 1.15723 -6.92331 1.90594
H 0.50258 -7.14522 3.54958
H -1.62693 -2.79636 2.44511
H -0.64697 -2.43549 1.11777
H -0.45272 -1.46750 2.63316
C 0.91794 -1.59584 -2.43495
O 2.12581 -2.04610 -3.00188
C 2.63346 -1.43876 -4.07997
O 2.00632 -0.69010 -4.80456
O 3.90072 -1.87748 -4.24262
C 4.55819 -1.37602 -5.38589
H 0.86170 -2.09339 -1.46045
H 0.10668 -2.07612 -3.02753
H 0.87005 -0.54984 -2.38924
H 4.17958 -1.86591 -6.28101
H 5.55043 -1.57190 -5.21949
H 4.22874 -0.32178 -5.50693
C -3.14986 0.26437 -4.79354
C -3.84749 1.62512 -4.99115
C -4.61034 1.73844 -3.72397
O -3.85462 1.16828 -2.66494
C -2.78637 0.41222 -3.29377
H -2.30630 0.10316 -5.48485
H -3.89955 -0.57037 -4.80660
H -4.59708 1.68005 -5.83045
H -3.06548 2.38831 -5.07257
H -5.54727 1.15317 -3.82218
H -4.84946 2.78242 -3.44584
H -2.77803 -0.54138 -2.73943
H -1.78231 0.92836 -3.33684
C -2.48792 -1.18799 5.03428
C -3.29635 -2.49346 4.95010
C -4.22142 -2.29495 3.74276
O -4.36400 -0.92147 3.71643
C -3.04638 -0.28966 3.93373
H -1.42371 -1.42468 5.00207
H -2.71669 -0.79519 6.07250
H -3.94936 -2.48844 5.81335
H -2.68219 -3.38886 4.85450
H -5.22837 -2.71840 3.85351
H -3.88728 -2.73113 2.76584
H -3.30968 0.73698 4.26793
H -2.37953 -0.30484 3.04427
C 1.34641 1.75929 -0.82712
C 0.05448 1.33792 -0.22703
C 0.41183 1.44500 1.23847
O 1.69519 0.87973 1.37617
C 2.32284 1.12599 0.16421
H 1.41647 2.86558 -0.80681
H 1.45833 1.42616 -1.86486
H -0.28319 0.35799 -0.48558
H -0.79703 1.93902 -0.59636
H -0.24486 0.86960 1.87724
H 0.60446 2.51624 1.48398
H 2.82803 0.18427 -0.16957
H 3.11609 1.83122 0.34119
```



no.,largest force on an atom (eV Å⁻¹)
1,5.305
2,3.299
3,4.674
4,2.084
5,3.558